Record 1
Computed, not measured: a 2-piece molecular cluster, C4H8S2 overall in a non-equilibrium geometry, with the ωB97M-V functional and the def2-TZVPD basis.

Last column: natural (NBO) charge in e.
Positions of all 14 atoms, in Å:
1 C -0.71 0.50 0.29  -0.448
2 C 0.08 -0.81 0.66  -0.407
3 C 1.04 -1.10 -0.55  -0.639
4 C 0.51 1.48 0.10  -0.491
5 H -3.23 1.04 -0.92  0.146
6 H -1.22 0.82 1.09  0.227
7 H -0.72 -1.71 0.64  0.225
8 H 0.74 -1.00 1.55  0.241
9 H 0.61 -1.57 -1.39  0.215
10 H 1.71 -1.78 -0.17  0.222
11 H 1.11 1.49 1.18  0.245
12 H 0.16 2.36 -0.50  0.246
13 S -1.76 -0.06 -0.96  0.020
14 S 1.68 0.34 -1.00  0.198

The multiplicity is 1. The value obtained for the highest occupied orbital energy is -8.340 eV.


Record 2
Computed, not measured: the molecule C3H4BrNO2S in a non-equilibrium geometry, with the ωB97M-V functional and the def2-TZVPD basis.

Last column: natural (NBO) charge in e.
Positions of all 12 atoms, in Å:
1 C -1.21 1.42 0.11  0.175
2 C 1.11 -0.21 -1.11  -0.810
3 C -0.97 0.38 1.04  -0.414
4 N -1.32 2.23 -0.69  -0.219
5 O -1.21 -1.64 -0.57  -0.906
6 O 0.75 -1.78 1.03  -0.893
7 S -0.09 -1.04 0.10  2.086
8 Br 0.74 1.05 2.55  -0.052
9 H 1.69 0.50 -0.60  0.247
10 H 1.77 -1.06 -1.40  0.260
11 H 0.59 0.22 -1.95  0.251
12 H -1.84 -0.06 1.51  0.277

Its structure (SMILES) is CS(=O)(=O)[C@@H](Br)C#N. The multiplicity is 1. The value obtained for the highest occupied orbital energy is -10.947 eV.


Record 3
Computed, not measured: C17H23NO6Yb as an isolated structure in a non-equilibrium geometry, with the ωB97M-V functional and the def2-TZVPD basis.

Last column: natural (NBO) charge in e.
Positions of all 48 atoms, in Å:
1 Yb -0.19 0.78 1.43  2.025
2 O -2.56 2.29 -1.00  -0.742
3 C -1.81 2.55 0.19  0.424
4 O -2.10 1.59 1.15  -0.940
5 C -2.07 3.97 0.69  -0.095
6 O -1.15 4.86 0.05  -0.545
7 C -0.30 4.11 -0.81  -0.077
8 C -0.27 2.70 -0.26  0.435
9 O 0.54 2.63 0.88  -0.926
10 O 0.15 1.82 -1.28  -0.588
11 H -3.40 1.93 -0.67  0.467
12 H -1.93 4.02 1.77  0.180
13 H -3.09 4.28 0.43  0.160
14 H 0.70 4.55 -0.78  0.183
15 H -0.69 4.11 -1.83  0.167
16 N 1.11 -2.43 3.89  -0.802
17 C 0.18 -1.57 3.44  0.725
18 O -0.13 -1.55 2.24  -0.702
19 C -0.40 -0.58 4.40  -0.498
20 C 0.15 0.76 3.92  -1.008
21 H 1.65 -2.97 3.23  0.402
22 H 1.45 -2.34 4.84  0.396
23 H -0.19 -0.88 5.44  0.165
24 H -1.48 -0.63 4.27  0.226
25 H 1.16 0.91 4.31  0.188
26 H -0.48 1.59 4.29  0.208
27 C -0.17 0.10 -3.29  -0.616
28 C -0.05 -0.54 -1.89  -0.117
29 C -1.46 -0.97 -1.46  -0.610
30 C 0.56 0.46 -0.87  -0.442
31 C 0.87 -1.75 -1.92  0.021
32 C 1.62 -2.12 -3.03  -0.220
33 C 2.48 -3.21 -3.01  -0.220
34 C 2.60 -3.98 -1.87  -0.245
35 C 1.86 -3.63 -0.75  -0.239
36 C 1.01 -2.54 -0.77  -0.162
37 H -0.86 0.93 -3.23  0.241
38 H -0.55 -0.62 -4.02  0.183
39 H 0.78 0.49 -3.64  0.201
40 H -2.10 -0.09 -1.41  0.237
41 H -1.45 -1.43 -0.47  0.196
42 H -1.89 -1.69 -2.16  0.189
43 H 1.66 0.44 -1.02  0.160
44 H 1.55 -1.54 -3.94  0.211
45 H 3.04 -3.46 -3.90  0.197
46 H 3.27 -4.83 -1.85  0.197
47 H 1.94 -4.22 0.16  0.191
48 H 0.45 -2.30 0.12  0.222

Its expectation value of S² is 0.75. The multiplicity is 2. The value obtained for the highest occupied orbital energy (alpha / beta) is -3.924 / -3.933 eV. The charge is -1.


Record 4
Computed, not measured: a 12-piece molecular cluster, C19H43N5O38S7 overall in a non-equilibrium geometry, with the ωB97M-V functional and the def2-TZVPD basis.

Last column: Mulliken charge in e.
Positions of all 112 atoms, in Å:
1 C 15.47 13.70 18.80  0.738
2 C 15.35 12.27 19.48  -0.017
3 O 14.01 12.16 19.94  -0.340
4 S 13.43 13.69 20.44  1.101
5 O 13.83 13.87 21.85  -0.591
6 O 12.05 13.88 20.16  -0.489
7 O 14.46 14.54 19.42  -0.325
8 H 15.21 13.62 17.74  -0.971
9 H 16.44 14.18 18.90  0.535
10 H 16.01 12.21 20.35  0.350
11 H 15.59 11.50 18.74  -0.016
12 C 14.51 10.72 9.49  -0.228
13 C 13.90 11.17 10.81  0.046
14 O 13.98 12.58 10.78  -0.271
15 S 15.26 13.14 9.82  1.095
16 O 16.40 13.57 10.61  -0.541
17 O 14.58 14.00 8.84  -0.568
18 O 15.56 11.67 9.29  -0.395
19 H 13.86 10.70 8.62  0.266
20 H 14.95 9.72 9.54  0.335
21 H 14.16 10.81 11.81  0.164
22 H 12.90 10.75 10.74  0.028
23 C 10.87 14.37 10.23  0.864
24 C 9.99 14.46 8.99  -0.198
25 O 10.01 15.89 8.70  -0.452
26 S 9.76 16.75 10.09  1.105
27 O 8.34 16.83 10.39  -0.576
28 O 10.50 18.02 10.02  -0.580
29 O 10.54 15.56 10.93  -0.211
30 H 11.95 14.46 10.23  0.043
31 H 10.57 13.52 10.84  -0.562
32 H 8.98 14.26 9.34  0.264
33 H 10.38 13.82 8.20  0.343
34 C 10.01 18.13 15.70  -0.289
35 C 9.63 17.52 14.34  -0.433
36 O 9.95 16.18 14.41  -0.170
37 S 9.67 15.53 15.87  0.559
38 O 10.46 14.30 16.12  0.187
39 O 8.24 15.56 16.14  -0.594
40 O 10.27 16.96 16.51  -0.366
41 H 9.22 18.77 16.11  0.278
42 H 10.93 18.72 15.67  0.261
43 H 10.33 17.92 13.61  0.274
44 H 8.60 17.77 14.07  0.278
45 C 18.13 13.62 13.81  -0.340
46 C 16.79 14.37 14.15  0.049
47 O 16.52 13.62 15.40  0.177
48 S 17.87 13.31 16.29  1.260
49 O 17.72 12.25 17.28  -0.548
50 O 18.63 14.55 16.60  -0.598
51 O 18.39 12.68 14.89  -0.429
52 H 19.04 14.22 13.76  0.321
53 H 18.02 12.96 12.95  0.259
54 H 16.12 14.11 13.34  -0.247
55 H 16.90 15.43 14.35  0.360
56 C 11.42 11.83 13.72  0.581
57 C 12.11 13.15 13.35  2.058
58 O 13.41 13.16 13.81  -0.463
59 S 13.75 11.92 14.88  -0.062
60 O 13.44 12.44 16.19  0.193
61 O 15.04 11.32 14.69  -0.538
62 O 12.52 11.01 14.15  0.196
63 H 10.83 11.33 12.95  -0.181
64 H 10.80 11.97 14.60  0.033
65 H 11.63 14.07 13.69  -0.544
66 H 12.10 13.24 12.27  -1.177
67 C 7.75 9.48 8.19  -0.440
68 C 8.59 8.33 8.68  -0.296
69 O 9.11 8.74 9.92  -0.362
70 S 9.19 10.42 10.02  1.265
71 O 10.32 10.94 9.30  -0.527
72 O 8.89 10.91 11.38  -0.494
73 O 7.77 10.54 9.17  -0.353
74 H 6.75 9.14 7.91  0.339
75 H 8.21 9.87 7.28  0.268
76 H 9.32 8.11 7.90  0.254
77 H 7.94 7.47 8.76  0.323
78 C 12.16 7.77 13.37  -0.479
79 N 13.34 7.46 12.50  0.918
80 O 13.71 6.26 12.54  -0.529
81 O 13.96 8.38 11.89  -0.533
82 H 12.30 8.69 13.94  0.015
83 H 11.88 6.86 13.89  0.319
84 H 11.37 7.97 12.64  0.259
85 C 13.76 15.80 16.31  0.374
86 N 14.89 16.56 16.92  1.038
87 O 16.02 16.29 16.55  -0.589
88 O 14.61 17.35 17.82  -0.599
89 H 13.95 14.82 16.75  -0.458
90 H 13.96 15.73 15.25  0.049
91 H 12.72 16.12 16.41  0.045
92 C 11.16 11.67 18.22  -0.481
93 N 10.07 10.73 17.73  1.014
94 O 10.19 9.64 18.18  -0.607
95 O 9.21 11.18 16.99  -0.583
96 H 10.97 11.72 19.29  0.461
97 H 11.01 12.67 17.82  0.038
98 H 12.13 11.26 17.97  0.118
99 C 16.30 9.31 16.34  -0.561
100 N 14.86 8.90 16.49  1.090
101 O 14.42 8.02 15.68  -0.607
102 O 14.25 9.42 17.38  -0.559
103 H 16.25 10.37 16.55  0.007
104 H 16.51 9.09 15.30  0.273
105 H 16.91 8.76 17.06  0.322
106 C 7.34 14.75 12.10  -0.399
107 N 7.78 13.57 12.90  0.583
108 O 6.93 12.83 13.41  -0.550
109 O 8.99 13.47 12.99  -0.173
110 H 8.05 15.53 12.40  -0.046
111 H 6.35 14.94 12.52  0.402
112 H 7.26 14.39 11.08  0.156

Its structure (SMILES) is C[N+](=O)[O-].C[N+](=O)[O-].C[N+](=O)[O-].C[N+](=O)[O-].C[N+](=O)[O-].O=S1(=O)OCCO1.O=S1(=O)OCCO1.O=S1(=O)OCCO1.O=S1(=O)OCCO1.O=S1(=O)OCCO1.O=S1(=O)OCCO1.O=S1(=O)OCCO1. The multiplicity is 1. The value obtained for the highest occupied orbital energy is -10.579 eV.


Values for energy relative to the best compared isomer or geometry (same formula, charge and spin), kJ/mol, ordered as above
388.1; 132.2; 152.3; 394.3